[1]
Here is one molecule with the formula C4H7NO from the OMol25 dataset. Energies are from ωB97M-V/def2-TZVPD.

Results
LUMO energy in Ha: 0.03605
SMILES string: C[C@H]1CN1C=O
Orbital gap in eV: 10.91

Cartesian coordinates (Å):
C: -1.797 -0.345 0.522
C: -0.381 -0.547 0.016
C: 0.304 0.072 -1.147
N: 0.572 0.561 0.184
C: 1.938 0.682 0.475
O: 2.856 0.283 -0.201
H: -1.859 -0.712 1.553
H: -2.520 -0.923 -0.067
H: -2.102 0.705 0.521
H: -0.018 -1.563 0.180
H: 1.098 -0.545 -1.567
H: -0.103 0.834 -1.803
H: 2.086 1.373 1.309

Mulliken population analysis, charges in e, atoms 1 to 6: C -1.318; C 0.319; C -0.506; N -0.280; C 0.071; O -0.485

---

[2]
Here is a 7-piece molecular cluster, C51H117N7O11 overall in a non-equilibrium geometry from the OMol25 dataset. Energies are from ωB97M-V/def2-TZVPD.

Results
LUMO energy (spin up / spin down) in Ha: -0.08086 / -0.22939
Spin multiplicity: 2
Charge: +1
<S²>: 0.75
Orbital gap (spin up / spin down) in eV: 7.31 / 3.27

Cartesian coordinates (Å):
C: -0.621 -2.596 5.046
C: 0.973 -2.412 5.216
C: 1.775 -3.606 5.881
C: 1.876 -4.858 4.934
C: 2.579 -4.327 3.736
C: 1.823 -3.153 3.015
N: 1.731 -2.114 3.977
O: 2.769 -1.204 3.930
C: 2.687 -2.867 1.761
C: 0.472 -3.795 2.453
C: 1.034 -1.121 6.161
H: -0.973 -1.926 4.262
H: -1.235 -2.426 5.930
H: -0.950 -3.584 4.725
H: 2.781 -3.275 6.141
H: 1.403 -3.768 6.893
H: 0.864 -5.235 4.788
H: 2.588 -5.576 5.342
H: 2.674 -5.150 3.027
H: 3.540 -3.849 3.926
H: 2.058 -2.213 1.157
H: 3.588 -2.255 1.817
H: 3.149 -3.772 1.366
H: 0.065 -4.773 2.710
H: -0.411 -3.166 2.568
H: 0.493 -4.057 1.396
H: 2.023 -1.111 6.619
H: 0.356 -1.214 7.009
H: 0.835 -0.300 5.472
H: 2.219 -0.673 3.349
C: 1.241 2.409 -5.850
C: 0.068 1.441 -5.832
C: 0.187 0.951 -4.369
C: -0.936 0.086 -3.841
C: -2.310 0.824 -4.009
C: -2.561 1.291 -5.475
N: -1.257 2.038 -5.995
O: -1.337 2.488 -7.245
C: -3.056 0.199 -6.461
C: -3.694 2.333 -5.289
C: 0.268 0.213 -6.767
H: 1.218 3.385 -5.366
H: 1.359 2.848 -6.840
H: 2.234 2.094 -5.529
H: 1.191 0.656 -4.064
H: 0.111 1.858 -3.769
H: -0.799 -0.095 -2.774
H: -0.787 -0.835 -4.404
H: -2.551 1.500 -3.189
H: -3.024 0.041 -3.753
H: -2.894 0.595 -7.464
H: -2.653 -0.803 -6.314
H: -4.143 0.209 -6.386
H: -4.100 2.768 -6.202
H: -4.603 1.902 -4.869
H: -3.496 3.171 -4.621
H: 1.234 -0.075 -6.353
H: 0.460 0.470 -7.809
H: -0.455 -0.602 -6.747
H: -1.139 3.416 -7.100
C: -0.856 1.689 -0.504
C: 0.008 0.833 0.427
C: 1.321 0.495 -0.195
C: 2.116 1.818 -0.426
C: 2.387 2.435 1.004
C: 1.126 2.742 1.855
N: 0.238 1.535 1.681
O: -0.885 1.737 2.375
C: 1.621 3.016 3.317
C: 0.472 4.175 1.289
C: -0.758 -0.451 0.740
H: -1.429 1.218 -1.303
H: -0.371 2.461 -1.102
H: -1.559 2.373 -0.028
H: 1.862 -0.213 0.434
H: 1.091 -0.151 -1.042
H: 1.763 2.679 -0.994
H: 3.079 1.723 -0.929
H: 2.750 3.459 0.917
H: 3.137 1.801 1.476
H: 1.718 2.059 3.830
H: 2.624 3.438 3.394
H: 0.927 3.566 3.953
H: 0.511 4.208 0.201
H: -0.549 4.280 1.657
H: 0.964 5.064 1.684
H: -1.790 -0.183 0.967
H: -0.239 -0.971 1.546
H: -0.840 -1.126 -0.112
H: -0.918 0.893 2.831
C: -4.665 1.284 -1.210
O: -4.612 0.288 -0.187
C: -4.645 0.857 1.186
C: -6.061 1.239 1.521
N: -6.911 0.092 1.335
C: -8.338 0.628 1.360
C: -9.399 -0.493 1.348
O: -9.794 -0.822 0.091
C: -10.764 -1.870 0.167
H: -3.703 1.795 -1.240
H: -5.429 2.038 -1.018
H: -4.822 0.734 -2.139
H: -3.973 1.685 1.409
H: -4.352 0.026 1.828
H: -6.309 2.083 0.877
H: -6.216 1.540 2.558
H: -6.802 -0.431 0.478
H: -8.608 1.438 0.683
H: -8.490 0.857 2.415
H: -10.315 -0.075 1.765
H: -9.091 -1.432 1.808
H: -11.682 -1.778 0.748
H: -10.285 -2.747 0.601
H: -11.007 -2.285 -0.812
C: 9.825 -4.933 0.607
O: 8.936 -4.941 -0.451
C: 9.262 -4.516 -1.736
C: 7.990 -4.598 -2.480
N: 6.770 -3.831 -1.975
C: 5.566 -3.881 -2.906
C: 4.700 -2.607 -2.716
O: 3.550 -2.645 -3.496
C: 2.598 -1.672 -3.236
H: 10.299 -3.998 0.904
H: 10.629 -5.638 0.395
H: 9.192 -5.237 1.440
H: 10.016 -5.159 -2.190
H: 9.704 -3.520 -1.715
H: 7.830 -5.669 -2.608
H: 8.261 -4.311 -3.496
H: 6.654 -4.180 -1.034
H: 4.937 -4.693 -2.541
H: 5.766 -4.125 -3.949
H: 5.415 -1.785 -2.766
H: 4.305 -2.723 -1.707
H: 1.805 -1.993 -3.911
H: 2.935 -0.661 -3.463
H: 2.050 -1.702 -2.294
C: -1.200 -8.194 5.340
O: -2.330 -8.233 4.572
C: -3.162 -7.142 4.780
C: -4.172 -6.991 3.599
N: -3.439 -6.826 2.299
C: -4.170 -6.789 1.098
C: -4.431 -5.294 0.792
O: -3.275 -4.411 0.697
C: -3.578 -2.955 0.528
H: -1.203 -8.129 6.428
H: -0.514 -7.602 4.734
H: -0.563 -9.075 5.259
H: -2.629 -6.191 4.804
H: -3.706 -7.237 5.719
H: -4.907 -6.204 3.766
H: -4.683 -7.911 3.314
H: -2.624 -6.238 2.397
H: -5.133 -7.297 1.069
H: -3.661 -7.304 0.283
H: -5.134 -4.927 1.540
H: -5.015 -5.266 -0.128
H: -4.447 -2.918 -0.129
H: -2.790 -2.494 -0.068
H: -3.918 -2.371 1.383
C: 3.019 5.703 -2.400
O: 3.745 6.172 -1.209
C: 3.249 7.264 -0.446
C: 2.873 8.586 -1.200
N: 3.216 9.888 -0.596
C: 2.652 10.897 -1.541
C: 2.652 12.370 -1.091
O: 2.335 12.585 0.343
C: 3.560 12.587 1.103
H: 3.146 6.421 -3.210
H: 1.991 5.372 -2.253
H: 3.656 4.879 -2.720
H: 4.093 7.427 0.224
H: 2.532 6.796 0.229
H: 1.796 8.499 -1.342
H: 3.123 8.544 -2.260
H: 2.772 10.161 0.269
H: 1.644 10.657 -1.877
H: 3.286 10.915 -2.428
H: 1.834 12.928 -1.546
H: 3.541 12.899 -1.433
H: 3.330 12.604 2.169
H: 4.215 13.458 1.087
H: 4.240 11.750 0.943

Mulliken population analysis, charges in e, atoms 1 to 6: C -1.298; C 0.930; C -1.392; C -0.188; C -1.607; C 1.992

---

[3]
Here is C14H26Br2ClN3O3Si2 as an isolated structure in a non-equilibrium geometry from the OMol25 dataset. Energies are from ωB97M-V/def2-TZVPD.

Results
LUMO energy in Ha: 0.01891
Orbital gap in eV: 10.44

Cartesian coordinates (Å):
C: 2.891 0.311 -1.190
C: 1.625 0.705 -0.479
O: 0.478 0.136 -1.139
Si: -0.204 -1.251 -0.637
Cl: 1.124 -2.417 0.392
O: -0.740 -1.972 -2.002
Si: -1.030 -3.600 -2.137
N: -1.426 -4.360 -0.611
C: -2.579 -4.502 -0.255
O: -3.662 -4.621 0.100
C: -1.709 -0.802 0.403
Br: -1.099 0.414 1.808
C: -2.723 -0.060 -0.512
C: -3.616 0.950 0.184
Br: -3.868 -1.405 -1.344
H: 2.798 0.634 -2.226
H: 3.044 -0.764 -1.216
H: 3.768 0.799 -0.775
H: 1.642 0.488 0.584
H: 1.516 1.783 -0.570
H: -2.136 -3.790 -3.086
H: 0.190 -4.212 -2.678
H: -2.168 -1.656 0.886
H: -2.152 0.421 -1.297
H: -3.134 1.919 0.211
H: -4.522 1.061 -0.404
H: -3.928 0.620 1.164
C: -4.177 -1.023 4.562
C: -4.162 0.361 5.200
C: -5.472 1.125 4.955
C: -5.723 1.300 3.528
N: -5.935 1.424 2.407
H: -4.276 -0.943 3.478
H: -3.254 -1.563 4.768
H: -5.011 -1.621 4.936
H: -3.323 0.934 4.801
H: -4.005 0.275 6.276
H: -5.443 2.109 5.423
H: -6.315 0.578 5.379
C: 5.787 2.775 -3.956
C: 7.055 1.937 -3.839
C: 6.946 0.842 -2.771
C: 6.709 1.410 -1.447
N: 6.513 1.869 -0.414
H: 5.576 3.307 -3.028
H: 5.892 3.519 -4.745
H: 4.924 2.151 -4.195
H: 7.901 2.584 -3.608
H: 7.269 1.462 -4.798
H: 7.862 0.253 -2.728
H: 6.123 0.164 -3.003

Mulliken population analysis, charges in e, atoms 1 to 6: C -0.980; C -0.335; O -0.289; Si 0.456; Cl -0.307; O -0.023